No. 1
{
  "formula": "C37H36ClN2O4S3SbW",
  "method": "wB97M-V/def2-TZVPD",
  "e_homo_ev": [-6.4751, -6.4762],
  "total_charge": 0,
  "mol_weight_da": 1009.96,
  "elements": ["W", "Cl", "C", "C", "C", "C", "O", "C", "C", "N", "C", "C", "C", "C", "C", "C", "C", "C", "N", "C", "C", "H", "H", "H", "H", "H", "H", "H", "H", "H", "H", "S", "C", "S", "S", "O", "C", "C", "O", "O", "C", "C", "C", "C", "C", "C", "C", "C", "C", "C", "C", "C", "H", "H", "H", "H", "H", "H", "H", "H", "H", "H", "H", "C", "C", "Sb", "C", "C", "C", "C", "H", "H", "H", "H", "H", "H", "H", "H", "H", "H", "H", "H", "H", "H", "H"],
  "xyz": [[-0.59, -0.82, -1.14], [1.50, 3.03, -7.10], [1.26, 2.25, -5.57], [2.38, 1.97, -4.77], [2.22, 1.36, -3.55], [0.94, 1.01, -3.08], [0.79, 0.46, -1.91], [-0.18, 1.29, -3.90], [-1.51, 0.99, -3.49], [-1.88, 0.38, -2.41], [-3.27, 0.41, -2.08], [-4.23, 1.18, -2.68], [-5.56, 1.13, -2.24], [-5.93, 0.34, -1.19], [-4.95, -0.43, -0.52], [-5.24, -1.24, 0.61], [-4.22, -1.91, 1.21], [-2.91, -1.79, 0.71], [-2.61, -1.04, -0.34], [-3.62, -0.37, -0.97], [0.01, 1.92, -5.15], [3.37, 2.22, -5.13], [3.07, 1.12, -2.92], [-2.28, 1.34, -4.17], [-3.99, 1.86, -3.49], [-6.31, 1.73, -2.75], [-6.96, 0.30, -0.85], [-6.26, -1.30, 0.98], [-4.38, -2.54, 2.07], [-2.10, -2.32, 1.18], [-0.85, 2.14, -5.77], [-0.39, -4.82, -3.70], [-0.49, -3.44, -2.82], [-1.02, -3.30, -1.18], [-0.05, -1.86, -3.33], [1.84, -0.26, 2.41], [2.12, -1.54, 1.80], [1.09, -1.58, 0.68], [1.39, -1.64, -0.53], [-0.14, -1.40, 0.94], [1.86, -2.68, 2.77], [2.10, -2.53, 4.13], [1.91, -3.60, 4.99], [1.48, -4.82, 4.50], [1.24, -4.97, 3.14], [1.42, -3.91, 2.28], [3.53, -1.52, 1.24], [4.48, -2.48, 1.58], [5.77, -2.40, 1.06], [6.11, -1.37, 0.20], [5.17, -0.42, -0.15], [3.88, -0.49, 0.36], [2.68, 0.10, 2.70], [2.41, -1.57, 4.51], [2.09, -3.47, 6.05], [1.33, -5.66, 5.17], [0.90, -5.92, 2.75], [1.23, -4.04, 1.22], [4.22, -3.29, 2.25], [6.50, -3.15, 1.33], [7.12, -1.31, -0.20], [5.43, 0.38, -0.83], [3.13, 0.23, 0.05], [-2.03, 3.78, -1.19], [-2.28, 2.98, 0.09], [-0.74, 1.54, 0.52], [0.95, 2.85, 0.48], [0.83, 4.19, 1.20], [-1.23, 1.16, 2.57], [-0.68, 2.14, 3.59], [-2.86, 4.46, -1.40], [-1.90, 3.13, -2.05], [-1.13, 4.39, -1.12], [-3.22, 2.43, 0.01], [-2.37, 3.64, 0.96], [1.13, 3.00, -0.59], [1.81, 2.28, 0.84], [-0.09, 4.72, 0.95], [1.67, 4.84, 0.93], [0.85, 4.06, 2.28], [-0.88, 0.15, 2.76], [-2.33, 1.15, 2.59], [0.41, 2.14, 3.58], [-1.00, 1.87, 4.60], [-1.02, 3.17, 3.42]]
}



No. 2
{
  "formula": "C10H16",
  "method": "wB97M-V/def2-TZVPD",
  "e_homo_ev": -8.9253,
  "smiles": "Cc1ccccc1.CCC",
  "total_charge": 0,
  "mol_weight_da": 136.24,
  "elements": ["C", "C", "C", "C", "C", "C", "C", "H", "H", "H", "H", "H", "H", "H", "H", "C", "C", "C", "H", "H", "H", "H", "H", "H", "H", "H"],
  "xyz": [[2.01, -1.89, 0.70], [2.60, 1.20, -1.34], [2.41, -0.18, -1.03], [2.10, 2.16, -0.44], [1.91, -0.53, 0.20], [1.41, 1.70, 0.67], [1.31, 0.40, 1.04], [2.96, 1.56, -2.20], [2.76, -0.81, -1.82], [2.28, 3.19, -0.62], [0.82, 2.52, 1.10], [2.57, -1.91, 1.62], [2.52, -2.55, 0.04], [0.47, 0.31, 1.79], [0.99, -2.33, 0.93], [-2.55, -0.17, -0.64], [-2.46, -1.49, 0.08], [-3.07, 0.92, 0.28], [-1.46, 0.03, -0.93], [-3.09, -0.30, -1.58], [-3.26, -1.70, 0.83], [-2.87, 1.89, -0.23], [-4.16, 0.80, 0.50], [-1.44, -1.57, 0.62], [-2.56, -2.34, -0.54], [-2.20, 1.09, 0.96]]
}



No. 3
{
  "formula": "C7H10N",
  "method": "wB97M-V/def2-TZVPD",
  "e_homo_ev": -14.4950,
  "smiles": "CCC1=C[C@]23C[N@@+]12C3",
  "total_charge": 1,
  "mol_weight_da": 108.16,
  "elements": ["C", "C", "C", "C", "C", "C", "C", "N", "H", "H", "H", "H", "H", "H", "H", "H", "H", "H"],
  "xyz": [[-1.29, -1.55, 0.00], [-0.51, -0.49, 0.35], [-0.49, -0.45, -2.16], [0.83, -1.75, -1.00], [-0.59, -1.72, -1.32], [0.44, 1.69, 1.04], [-0.01, 0.34, 1.47], [0.39, -0.33, -0.85], [-2.28, -1.93, 0.26], [0.31, -0.55, -2.98], [-1.39, 0.25, -2.20], [1.20, -2.28, -0.13], [1.74, -1.85, -1.73], [-0.26, 2.30, 0.48], [1.38, 1.47, 0.57], [0.65, 2.27, 1.90], [-0.76, 0.52, 2.28], [0.84, -0.32, 1.83]]
}



No. 4
{
  "formula": "C9H14O",
  "method": "wB97M-V/def2-TZVPD",
  "e_homo_ev": -8.9567,
  "smiles": "Cc1ccccc1.CCO",
  "total_charge": 0,
  "mol_weight_da": 138.21,
  "elements": ["C", "C", "O", "H", "H", "H", "H", "H", "H", "C", "C", "C", "C", "C", "C", "C", "H", "H", "H", "H", "H", "H", "H", "H"],
  "xyz": [[-1.31, -3.60, -0.48], [-0.50, -2.68, -1.39], [-2.65, -3.75, -0.93], [-0.85, -4.58, -0.57], [-1.32, -3.24, 0.55], [-1.07, -1.86, -1.82], [-3.00, -2.87, -1.06], [-0.01, -3.21, -2.23], [0.43, -2.34, -0.94], [-1.34, 1.09, 0.35], [2.25, 1.43, 1.45], [1.01, 0.86, 1.14], [2.58, 2.62, 0.84], [0.03, 1.63, 0.56], [1.62, 3.36, 0.14], [0.34, 2.90, -0.03], [2.92, 0.94, 2.14], [0.70, -0.10, 1.53], [3.61, 2.97, 0.84], [2.04, 4.26, -0.30], [-2.11, 1.86, 0.27], [-1.55, 0.29, 1.06], [-0.44, 3.46, -0.53], [-1.39, 0.54, -0.60]]
}



No. 5
{
  "formula": "C23H34N5OPdS",
  "method": "wB97M-V/def2-TZVPD",
  "e_homo_ev": [-16.6357, -16.6195],
  "total_charge": 3,
  "mol_weight_da": 535.05,
  "multiplicity": 5,
  "elements": ["Pd", "C", "N", "C", "C", "C", "C", "C", "N", "C", "C", "C", "C", "C", "C", "H", "H", "H", "H", "H", "H", "H", "H", "H", "H", "H", "C", "C", "N", "C", "S", "N", "C", "C", "H", "H", "H", "H", "H", "H", "H", "H", "H", "H", "H", "H", "O", "C", "C", "C", "C", "C", "C", "N", "H", "H", "H", "H", "H", "H", "H", "H", "H", "H", "H"],
  "xyz": [[0.49, -0.25, 0.33], [-0.12, 0.22, 3.44], [-0.46, -0.54, 2.23], [-1.17, -1.61, 2.31], [-1.41, -2.36, 1.12], [-2.24, -3.48, 0.87], [-2.18, -3.69, -0.47], [-1.28, -2.67, -1.02], [-0.82, -1.90, -0.07], [1.07, -0.39, 4.15], [1.04, -0.55, 5.53], [2.13, -1.11, 6.19], [3.24, -1.52, 5.48], [3.28, -1.36, 4.10], [2.20, -0.79, 3.45], [-0.99, 0.24, 4.10], [0.09, 1.25, 3.14], [-1.58, -1.94, 3.26], [-2.80, -4.04, 1.61], [-2.67, -4.46, -1.05], [-1.00, -2.55, -2.06], [0.16, -0.24, 6.09], [2.10, -1.22, 7.27], [4.08, -1.96, 6.00], [4.16, -1.68, 3.55], [2.25, -0.66, 2.37], [1.39, 4.58, -3.99], [1.78, 3.28, -3.31], [0.64, 2.68, -2.55], [0.42, 2.63, -1.25], [-0.83, 1.43, -0.79], [0.97, 3.33, -0.29], [1.89, 4.50, -0.35], [3.32, 4.12, 0.01], [2.22, 4.91, -4.62], [1.17, 5.38, -3.28], [0.52, 4.44, -4.63], [2.62, 3.38, -2.64], [2.05, 2.53, -4.05], [-0.03, 2.19, -3.12], [0.70, 3.08, 0.65], [1.49, 5.23, 0.36], [1.82, 4.95, -1.33], [3.40, 3.80, 1.05], [3.97, 4.99, -0.12], [3.68, 3.31, -0.64], [2.25, 0.05, -0.76], [3.40, -0.44, -1.07], [3.65, -1.00, -2.44], [4.83, -0.36, -3.23], [5.65, 0.68, -2.47], [6.49, 0.12, -1.31], [5.73, -0.93, -0.50], [4.36, -0.48, -0.18], [2.71, -0.91, -2.99], [3.82, -2.08, -2.31], [4.41, 0.11, -4.12], [5.48, -1.15, -3.59], [5.00, 1.48, -2.11], [6.33, 1.16, -3.18], [6.81, 0.93, -0.66], [7.40, -0.35, -1.69], [6.24, -1.14, 0.44], [5.66, -1.87, -1.05], [4.18, -0.08, 0.73]]
}



No. 6
{
  "formula": "C20H8AsF4N4O7PtS",
  "method": "wB97M-V/def2-TZVPD",
  "e_homo_ev": [-11.5549, -12.9292],
  "total_charge": 1,
  "mol_weight_da": 794.36,
  "multiplicity": 5,
  "elements": ["Pt", "O", "As", "O", "O", "C", "C", "C", "C", "C", "C", "S", "O", "O", "O", "H", "H", "H", "H", "H", "C", "C", "O", "H", "H", "H", "F", "C", "C", "F", "C", "C", "C", "F", "C", "C", "C", "N", "C", "N", "F", "C", "C", "N", "C", "N"],
  "xyz": [[-0.46, 0.04, -0.40], [-0.29, 1.13, -4.52], [-0.77, 0.25, -3.13], [0.56, -0.13, -2.11], [-1.56, 1.23, -1.99], [-1.51, -1.35, -3.87], [-1.74, -1.34, -5.24], [-2.23, -2.49, -5.87], [-2.47, -3.63, -5.13], [-2.24, -3.63, -3.76], [-1.76, -2.51, -3.13], [-1.55, -2.59, -1.36], [-2.04, -1.16, -1.00], [-2.43, -3.59, -0.85], [-0.15, -2.63, -1.00], [0.07, 2.00, -4.30], [-1.55, -0.45, -5.83], [-2.41, -2.47, -6.93], [-2.85, -4.52, -5.61], [-2.46, -4.51, -3.17], [2.39, -0.35, 0.63], [1.33, 0.66, 0.40], [1.27, 1.83, 0.53], [3.32, 0.15, 0.87], [2.47, -0.97, -0.27], [2.06, -1.00, 1.45], [-5.47, -0.39, 4.91], [-4.35, 0.19, 5.30], [-4.22, 0.50, 6.64], [-5.23, 0.20, 7.44], [-3.06, 1.10, 7.15], [-2.04, 1.37, 6.22], [-2.18, 1.06, 4.89], [-1.18, 1.36, 4.06], [-3.34, 0.46, 4.38], [-3.49, 0.14, 2.97], [-2.41, 0.21, 2.07], [-1.54, 0.22, 1.32], [-4.69, -0.27, 2.37], [-5.68, -0.56, 1.85], [-0.91, 1.95, 6.60], [-2.92, 1.43, 8.57], [-3.95, 1.21, 9.50], [-4.76, 1.05, 10.31], [-1.74, 2.00, 9.09], [-0.80, 2.45, 9.58]]
}



No. 7
{
  "formula": "C24H63F6N3O23S3Zn",
  "method": "wB97M-V/def2-TZVPD",
  "e_homo_ev": -2.3889,
  "total_charge": -2,
  "mol_weight_da": 1037.35,
  "elements": ["Zn", "S", "O", "O", "O", "O", "C", "F", "F", "F", "S", "O", "O", "O", "C", "F", "F", "F", "S", "O", "O", "O", "C", "C", "O", "O", "H", "H", "H", "H", "H", "H", "C", "C", "O", "O", "H", "H", "H", "H", "H", "H", "C", "C", "O", "O", "H", "H", "H", "H", "H", "H", "C", "C", "O", "O", "H", "H", "H", "H", "H", "H", "C", "C", "O", "O", "H", "H", "H", "H", "H", "H", "C", "C", "C", "O", "C", "N", "H", "H", "H", "H", "H", "H", "H", "H", "H", "H", "H", "C", "C", "C", "O", "C", "N", "H", "H", "H", "H", "H", "H", "H", "H", "H", "H", "H", "C", "C", "C", "O", "C", "N", "H", "H", "H", "H", "H", "H", "H", "H", "H", "H", "H"],
  "xyz": [[2.08, -1.68, -2.87], [1.72, -1.27, -5.44], [1.94, -0.04, -6.23], [2.89, -1.66, -4.64], [0.78, -0.98, -4.33], [1.23, -2.34, -6.28], [-0.01, -5.76, -2.15], [-0.12, -5.33, -0.89], [1.20, -6.34, -2.25], [-0.96, -6.60, -2.49], [-0.10, -4.24, -3.30], [-1.36, -3.56, -3.01], [1.12, -3.45, -2.98], [-0.08, -4.72, -4.67], [-1.53, -1.52, 0.02], [-2.38, -0.97, -0.81], [-1.88, -1.41, 1.32], [-1.39, -2.80, -0.30], [0.21, -0.75, -0.08], [0.75, -1.20, -1.37], [0.04, 0.70, -0.01], [1.01, -1.35, 0.97], [-0.79, -5.67, 3.01], [-0.81, -4.15, 3.07], [-0.31, -3.59, 4.25], [-1.99, -6.31, 3.49], [0.12, -6.03, 3.48], [-0.75, -5.91, 1.95], [-1.83, -3.85, 2.81], [-0.25, -3.83, 2.18], [-0.96, -3.09, 4.73], [-2.69, -5.90, 2.97], [4.57, -1.51, -1.74], [3.92, -0.17, -1.44], [3.01, 0.11, -2.49], [3.59, -2.56, -1.76], [5.32, -1.82, -1.00], [5.04, -1.50, -2.73], [4.64, 0.65, -1.36], [3.42, -0.29, -0.47], [2.89, 1.06, -2.56], [3.96, -3.44, -1.70], [3.51, 3.97, 0.15], [2.63, 2.73, 0.43], [1.80, 2.52, -0.73], [4.29, 3.90, -1.05], [4.12, 4.10, 1.05], [2.84, 4.81, -0.03], [2.00, 2.86, 1.31], [3.33, 1.90, 0.45], [1.07, 1.97, -0.37], [3.68, 3.74, -1.78], [-2.78, -0.85, -4.23], [-3.11, 0.14, -5.36], [-3.20, 1.50, -4.93], [-2.88, -2.17, -4.70], [-3.27, -0.69, -3.26], [-1.74, -0.58, -4.00], [-4.03, -0.16, -5.86], [-2.32, -0.03, -6.10], [-2.49, 1.59, -4.25], [-2.34, -2.75, -4.12], [-3.94, -4.90, 0.50], [-4.48, -3.57, 0.07], [-5.92, -3.60, 0.05], [-4.17, -5.14, 1.87], [-2.88, -5.04, 0.28], [-4.31, -5.71, -0.14], [-4.25, -3.24, -0.94], [-4.22, -2.75, 0.75], [-6.23, -3.36, 0.93], [-5.11, -5.08, 2.03], [-2.73, 3.06, -1.63], [-1.54, 3.07, -2.53], [-0.23, 3.58, -1.87], [-0.33, 4.97, -1.63], [0.85, 5.46, -1.05], [-1.31, 1.68, -2.97], [-2.40, 2.66, -0.66], [-3.57, 2.47, -1.98], [-3.08, 4.06, -1.37], [-1.67, 3.69, -3.41], [0.49, 3.50, -2.69], [0.04, 2.89, -1.06], [0.79, 6.55, -0.98], [1.64, 5.35, -1.80], [1.10, 4.96, -0.12], [-0.89, 1.13, -2.24], [-0.61, 1.76, -3.71], [0.61, 2.36, 2.16], [-0.61, 3.25, 2.44], [-1.91, 2.44, 2.23], [-3.06, 3.24, 2.58], [-3.26, 4.42, 1.84], [-0.54, 3.73, 3.83], [0.57, 1.53, 2.87], [1.51, 2.93, 2.39], [0.74, 2.08, 1.11], [-0.57, 4.04, 1.69], [-1.98, 1.57, 2.88], [-1.91, 2.07, 1.20], [-2.60, 4.46, 0.97], [-3.10, 5.37, 2.35], [-4.31, 4.44, 1.54], [-0.42, 2.92, 4.43], [-1.49, 4.05, 4.01], [0.76, -0.36, 4.34], [1.99, 0.19, 3.61], [2.84, 1.10, 4.49], [3.57, 2.07, 3.74], [4.46, 2.79, 4.54], [2.78, -1.00, 3.22], [0.14, 0.41, 4.81], [1.06, -1.07, 5.11], [0.17, -0.94, 3.62], [1.60, 0.73, 2.73], [3.52, 0.55, 5.15], [2.14, 1.68, 5.11], [4.92, 3.64, 4.04], [5.17, 2.17, 5.09], [3.87, 3.31, 5.31], [2.22, -1.34, 2.44], [3.69, -0.69, 2.88]]
}



No. 8
{
  "formula": "C5H10O",
  "method": "wB97M-V/def2-TZVPD",
  "e_homo_ev": -9.3398,
  "smiles": "C=COCCC",
  "total_charge": 0,
  "mol_weight_da": 86.13,
  "elements": ["C", "C", "C", "C", "C", "H", "H", "H", "H", "H", "H", "H", "H", "H", "H", "O"],
  "xyz": [[-2.58, 0.05, -0.21], [-1.36, -0.57, 0.23], [-0.27, 0.22, -0.13], [2.14, 0.19, -0.26], [3.40, -0.16, 0.08], [-2.98, 0.10, -1.23], [-2.95, 1.14, 0.18], [-3.47, -0.47, 0.45], [-1.61, -0.72, 1.42], [-0.95, -1.76, -0.09], [-0.72, 0.92, -1.05], [0.00, 1.00, 0.67], [2.23, 1.21, -0.40], [4.08, 0.82, 0.67], [4.06, -1.18, 0.27], [0.97, -0.79, -0.59]]
}